No. 1
Molecular formula: C44H42NP2SSr
Method: DFT, the ωB97M-V functional and the def2-TZVPD basis

```
91
Properties=species:S:1:pos:R:3
Sr 0.1162 -0.2338 0.1106
C -6.2973 -3.0329 -1.9317
C -5.3835 -2.9117 -0.7046
C -5.4012 -1.4568 -0.2309
C -5.9228 -3.7931 0.4308
C -3.9774 -3.3767 -1.0743
C -3.7738 -4.7023 -1.5100
C -2.5304 -5.1841 -1.8610
C -1.4358 -4.3283 -1.7598
S 0.2510 -4.6077 -2.0570
C 0.6128 -2.9757 -1.5776
N -0.4433 -2.2831 -1.2245
C -1.6093 -3.0187 -1.3238
C -2.8810 -2.5405 -0.9997
C 1.9909 -2.4571 -1.5476
C 3.0029 -3.2040 -2.1636
C 4.3067 -2.7508 -2.1295
C 4.5945 -1.5612 -1.4736
C 3.5793 -0.8335 -0.8653
C 2.2376 -1.2384 -0.8742
H -7.3080 -2.7065 -1.6806
H -6.3567 -4.0608 -2.2893
H -5.9293 -2.4119 -2.7506
H -6.4218 -1.1744 0.0296
H -5.0574 -0.7718 -1.0096
H -4.7830 -1.3174 0.6606
H -6.9278 -3.4719 0.7096
H -5.2834 -3.7213 1.3134
H -5.9765 -4.8416 0.1387
H -4.6205 -5.3721 -1.5809
H -2.4121 -6.2055 -2.1973
H -2.9821 -1.5034 -0.7017
H 2.7751 -4.1301 -2.6807
H 5.0929 -3.3160 -2.6120
H 5.6168 -1.2026 -1.4423
H 3.8619 0.0892 -0.3643
C -2.0714 1.1762 1.3793
C -1.8044 0.5487 2.7659
P -0.0574 -0.0339 3.1432
C 0.0116 0.1611 4.9462
C -0.8028 -0.5998 5.7855
C -0.7622 -0.3996 7.1545
C 0.0913 0.5568 7.6932
C 0.9052 1.3119 6.8640
C 0.8676 1.1133 5.4901
C -0.1415 -1.8503 2.9130
C 0.8195 -2.6417 3.5448
C 0.8812 -4.0015 3.2918
C -0.0003 -4.5935 2.3937
C -0.9525 -3.8200 1.7515
C -1.0203 -2.4560 2.0101
C -1.0402 2.2645 0.9414
P -1.0918 2.5050 -0.9099
C -2.7379 3.2389 -1.1144
C -3.6255 2.6296 -1.9961
C -4.9107 3.1329 -2.1554
C -5.3094 4.2461 -1.4340
C -4.4260 4.8638 -0.5543
C -3.1458 4.3636 -0.3942
C 0.0937 3.8767 -1.1053
C 1.4119 3.6831 -0.6923
C 2.3644 4.6709 -0.8770
C 2.0140 5.8633 -1.4959
C 0.7124 6.0568 -1.9309
C -0.2444 5.0692 -1.7394
H -3.0477 1.6599 1.4404
H -2.2533 0.4193 0.5821
H -2.5427 -0.2306 2.9684
H -1.9713 1.3187 3.5231
H -1.4580 -1.3558 5.3687
H -1.3930 -0.9918 7.8041
H 0.1236 0.7070 8.7641
H 1.5743 2.0504 7.2846
H 1.5102 1.6957 4.8406
H 1.5151 -2.1924 4.2437
H 1.6244 -4.6047 3.7961
H 0.0589 -5.6560 2.1999
H -1.6490 -4.2659 1.0528
H -1.8081 -1.8820 1.5251
H 0.0000 2.0495 1.2491
H -1.2860 3.1766 1.4877
H -3.3078 1.7622 -2.5630
H -5.5960 2.6571 -2.8440
H -6.3083 4.6422 -1.5593
H -4.7374 5.7379 0.0022
H -2.4561 4.8601 0.2784
H 1.7217 2.7489 -0.2311
H 3.3816 4.5061 -0.5474
H 2.7573 6.6346 -1.6462
H 0.4354 6.9796 -2.4230
H -1.2566 5.2339 -2.0851
```

Calculated values
Molar mass, g mol⁻¹: 766.462
Charge: +1
Maximum force, eV Å⁻¹: 0.9
Energy above the lowest of the compared OMol25 structures with the same formula, charge and spin, eV: 0.487

=====

No. 2
Molecular formula: C6H16B2IO3SYb
Method: DFT, the ωB97M-V functional and the def2-TZVPD basis

```
30
Properties=species:S:1:pos:R:3
C 4.5917 -1.3861 -0.1642
C 3.2961 -0.4973 -0.2211
O 3.5179 0.7777 0.3711
C 2.4931 1.6960 0.0580
C 1.0748 1.2866 0.5485
O 0.0777 1.9789 -0.2203
C -1.2004 1.6038 0.3229
B -2.0763 0.6434 -0.7156
S -3.2379 1.7603 -1.7308
I -0.7872 -0.4716 -2.1407
B -3.0364 -0.3441 0.2090
C -3.4046 -1.8872 -0.1564
O -3.6062 0.0777 1.4394
H 4.8529 -1.6976 -1.1942
H 5.4255 -0.8642 0.3328
H 4.3456 -2.3157 0.3861
H 2.5461 -1.0224 0.4143
H 2.9213 -0.3742 -1.2574
H 2.7516 2.6350 0.5874
H 2.4608 1.9763 -1.0201
H 0.8499 0.2055 0.4644
H 0.9962 1.5725 1.6225
H -1.0861 1.0074 1.2572
H -1.8135 2.4925 0.5903
H -4.1862 0.8676 -2.1876
H -3.5243 -2.4044 0.8675
H -4.3566 -1.9889 -0.7210
H -2.5636 -2.4236 -0.6650
H -3.7497 1.0267 1.4086
Yb -3.5723 -3.9306 1.5144
```

Calculated values
Molar mass, g mol⁻¹: 489.826
Charge: +1
Maximum force, eV Å⁻¹: 5.4

=====

No. 3
Molecular formula: C5H10N2
Method: DFT, the ωB97M-V functional and the def2-TZVPD basis

```
17
Properties=species:S:1:pos:R:3
C -0.9182 -1.1762 1.6234
N -0.8560 -1.5429 0.3911
C -0.9208 -0.5581 -0.6625
C -1.9842 -0.3153 -1.4104
C 0.4155 0.0683 -0.9708
C 1.4639 0.3472 0.1047
N 1.2302 1.5077 0.9668
H -1.1244 -1.9830 2.4613
H -0.4996 -0.2113 1.8590
H -2.2492 0.6493 -1.8014
H -2.7727 -1.0433 -1.3436
H 0.2087 0.9657 -1.7612
H 0.9130 -0.7612 -1.5165
H 2.4236 0.5221 -0.4487
H 1.6013 -0.5354 0.7105
H 0.9167 2.3287 0.4361
H 2.1521 1.7378 1.3626
```

Calculated values
SMILES: C=NC(=C)CCN
Molar mass, g mol⁻¹: 98.149
Maximum force, eV Å⁻¹: 2.9
Energy above the lowest of the compared OMol25 structures with the same formula, charge and spin, eV: 2.705

=====

No. 4
Molecular formula: C14H34N4
Method: DFT, the ωB97M-V functional and the def2-TZVPD basis

```
52
Properties=species:S:1:pos:R:3
C -1.2040 3.1590 -4.7791
C -1.4571 2.8348 -3.3018
N -0.2768 2.5800 -2.5028
C 0.4439 1.3627 -2.8301
C 1.5635 1.1272 -1.8201
C 2.2156 -0.2383 -2.0171
N 1.2424 -1.2939 -1.8352
C 1.8146 -2.6200 -1.9139
C 0.7516 -3.6933 -1.6767
C 0.4338 -3.9906 -0.2085
C -0.4025 -2.9348 0.5197
N 0.3975 -1.7849 0.9056
C -0.3385 -0.6790 1.4861
C -1.0315 -0.9680 2.8257
C -1.5108 0.3254 3.4825
N -0.3756 1.1680 3.8068
C -0.6930 2.5284 4.1867
C -1.4515 2.6869 5.5093
H -0.7487 2.3128 -5.2880
H -2.1420 3.3939 -5.2757
H -0.5403 4.0176 -4.8697
H -2.0989 1.9523 -3.2279
H -1.9829 3.6756 -2.8376
H 0.3535 3.3754 -2.5587
H 0.8746 1.3704 -3.8455
H -0.2593 0.5290 -2.7702
H 1.1427 1.1881 -0.8153
H 2.3215 1.9079 -1.9190
H 2.6129 -0.3152 -3.0369
H 3.0721 -0.3333 -1.3216
H 0.8181 -1.1935 -0.9128
H 2.2243 -2.7425 -2.9241
H 2.6504 -2.7644 -1.2025
H -0.1592 -3.3887 -2.1937
H 1.1016 -4.6228 -2.1322
H 1.3676 -4.1435 0.3389
H -0.1233 -4.9302 -0.1731
H -0.8800 -3.4166 1.3903
H -1.1971 -2.5763 -0.1409
H 1.1345 -2.0796 1.5402
H -1.0826 -0.3528 0.7538
H 0.3672 0.1408 1.6434
H -0.3254 -1.4689 3.4950
H -1.8864 -1.6304 2.6778
H -2.1385 0.8766 2.7762
H -2.1296 0.0732 4.3611
H 0.1810 0.7277 4.5340
H -1.2782 2.9674 3.3736
H 0.2553 3.0708 4.2505
H -2.4309 2.2176 5.4527
H -0.8930 2.2286 6.3242
H -1.5891 3.7409 5.7354
```

Calculated values
SMILES: CCNCCCNCCCCNCCCNCC
Molar mass, g mol⁻¹: 258.454
Maximum force, eV Å⁻¹: 0.5
Energy above the lowest of the compared OMol25 structures with the same formula, charge and spin, eV: 0.201

=====

Result set for orbital gap: 8.22, 2.61, 9.55, 9.07 eV, one per record in the order listed.